2 unconnected molecules or ions with the total composition C2H4BrN in a non-equilibrium geometry, computed with wB97M-V/def2-TZVPD.

Geometry (Å):
C (-0.5976, -1.2954, -0.2115)
C (0.6129, 1.5443, 0.2858)
N (0.4445, -0.7265, -0.4489)
Br (-0.6808, -3.2107, -0.8542)
H (-1.4633, -1.0141, 0.3859)
H (-0.5328, 1.7547, 0.1746)
H (1.2211, 1.9107, -0.4071)
H (0.9962, 1.0372, 1.0755)

Maximum force ... 6.29 eV Å⁻¹
Energy above the lowest of the compared OMol25 structures with the same formula, charge and spin ... 372.75 kJ/mol
Calculated total energy ... -2707.21708 hartree
HOMO (alpha / beta) ... -9.595 / -8.893 eV
2S+1 ... 1
LUMO level (alpha / beta) ... -0.01025 / -0.05570 hartree